Record 1
A structure of composition C7H15LiNO5 at a distorted geometry, computed with ωB97M-V/def2-TZVPD.

Geometry (Å):
Li  0.00188  1.30150  -0.67761
C  0.66255  3.61262  -0.92415
O  0.97372  4.79214  -1.23882
O  -0.54647  3.10728  -1.15532
O  1.48164  2.76341  -0.34876
C  -1.00563  -1.77280  3.33141
O  -0.15074  -1.61990  2.23065
C  0.64672  -0.46153  2.26930
C  1.66574  -0.44177  1.15957
N  1.19258  -0.31903  -0.23171
C  0.26876  -1.36573  -0.71912
C  -0.36077  -0.88148  -2.01279
O  -1.25563  0.15830  -1.65070
C  -1.81359  0.83704  -2.75731
H  -0.53723  -2.40434  4.09834
H  -1.92053  -2.27850  3.02306
H  -1.25256  -0.79571  3.75794
H  1.25727  -0.51504  3.18481
H  0.08196  0.47699  2.25162
H  2.35567  -1.29677  1.26648
H  2.29667  0.43649  1.32005
H  2.04447  -0.44474  -0.76568
H  -0.54207  -1.56341  -0.03007
H  0.78713  -2.32347  -0.89007
H  -0.89490  -1.68017  -2.54580
H  0.37711  -0.48980  -2.72929
H  -1.05880  1.47095  -3.24945
H  -2.56879  1.54555  -2.43594
H  -2.18617  0.15193  -3.53063

Its energy relative to the best compared isomer or geometry (same formula, charge and spin) is 0.363 eV. The total energy is -714.26785 Eh. The max |F| comes out at 0.0408 hartree/bohr. The frontier orbital gap comes out at 4.77 eV. Its total charge is -1. The calculation puts the highest occupied orbital energy at -2.16 eV.

***

Record 2
A structure of composition C22H33N2PtS at a distorted geometry, computed with ωB97M-V/def2-TZVPD.

Geometry (Å):
C  1.17227  -1.51280  0.97041
C  1.78783  -1.04464  -0.26032
C  0.95672  -1.37422  -1.34886
C  -0.15930  -2.10876  -0.89332
C  -0.08247  -2.23020  0.55446
Pt  -0.55223  -0.30406  1.31553
C  -3.54559  1.30403  -0.59836
C  -2.90908  1.11051  0.60631
H  -2.54614  1.89312  1.33904
C  -2.60863  -0.29419  1.18312
H  -3.02453  -1.08682  0.54907
H  -2.96004  -0.43649  2.22188
C  -3.31945  2.83706  -1.03873
H  -2.66071  3.44063  -0.39120
H  -2.92354  2.98630  -2.07090
H  -4.30151  3.34771  -0.99698
C  -2.82085  0.39117  -1.74112
H  -1.86031  -0.09407  -1.43510
H  -3.46864  -0.44008  -2.01449
H  -2.56374  0.92116  -2.68146
C  3.13435  -0.45434  -0.32716
H  3.35917  0.09057  0.59597
H  3.91552  -1.22383  -0.46876
H  3.22066  0.26373  -1.14595
C  1.28192  -1.10253  -2.77727
H  1.81070  -0.14940  -2.87811
H  1.92220  -1.88998  -3.21470
H  0.36741  -1.04796  -3.37984
C  -1.14136  -2.83789  -1.72058
H  -1.26618  -2.37558  -2.70710
H  -0.83318  -3.88584  -1.89273
H  -2.12489  -2.86882  -1.22932
C  -0.74658  -3.27766  1.37147
H  -1.81164  -3.33957  1.11187
H  -0.29067  -4.26320  1.21058
H  -0.67986  -3.02908  2.43594
C  1.93736  -1.82841  2.20436
H  1.27373  -2.17396  3.00338
H  2.68174  -2.61165  2.00419
H  2.46662  -0.93550  2.56237
C  1.90132  2.40550  -0.60352
C  0.59825  2.34535  -1.39569
C  2.98741  2.89752  -1.32535
C  0.55758  2.57797  -2.73581
H  -0.52465  2.16466  -1.34784
C  2.88914  3.11180  -2.70630
H  3.85329  3.06084  -0.76254
C  1.73601  2.94036  -3.43921
H  -0.41057  2.49862  -3.27135
H  3.77362  3.39002  -3.28025
H  1.61219  3.03064  -4.54429
N  -0.78140  -0.57665  4.41561
C  0.17211  0.32140  4.29388
N  0.94330  0.67614  5.34566
S  0.47612  1.14441  2.79370
H  -1.03018  -0.91601  5.39186
H  -1.37163  -0.82598  3.65974
H  1.66625  1.30427  5.26869
H  0.86471  0.08464  6.21542

The total energy is -1484.57020 Eh. The max |F| comes out at 0.1350 hartree/bohr. The frontier orbital gap (spin up / spin down) comes out at 6.90 / 5.52 eV. Its multiplicity is 5. Its total charge is +1. The calculation puts the highest occupied orbital energy (spin up / spin down) at -9.35 / -11.13 eV.

***

Record 3
A cluster of 3 separate species, C4H13N2O in total at a distorted geometry, computed with ωB97M-V/def2-TZVPD.

Geometry (Å):
C  -0.41385  1.36682  3.07713
C  -0.01606  1.29635  1.58239
C  -0.19044  0.05182  0.86123
C  -0.07107  0.09615  -0.61944
N  -1.16201  -0.06390  -1.28864
N  -0.33313  -1.10059  1.59998
H  -1.30024  0.91528  3.55412
H  -0.16992  2.36799  3.54445
H  0.56275  0.95904  3.42280
H  1.09325  1.35202  1.61051
H  -0.42072  2.12457  0.94170
H  0.95593  -0.16868  -1.09783
H  -1.33274  -0.37293  -2.25550
H  -2.05295  -0.11550  -0.80048
H  1.07853  -1.32217  -2.73324
H  0.35631  -1.75868  1.24673
H  -0.83049  -0.75524  2.43435
H  0.99222  -1.02501  -4.86964
H  2.11008  -1.88458  -5.14729
O  1.14454  -1.96275  -5.06333

Its energy relative to the best compared isomer or geometry (same formula, charge and spin) is 6.883 eV. The total energy is -344.05151 Eh. The max |F| comes out at 0.1207 hartree/bohr. The frontier orbital gap (spin up / spin down) comes out at 6.14 / 6.29 eV. Its multiplicity is 2. Its total charge is +2. The calculation puts the highest occupied orbital energy (spin up / spin down) at -17.11 / -17.23 eV.